This record from the OMol25 dataset describes a structure of composition C4H5HgO2 in a non-equilibrium geometry. The level of theory is wB97M-V/def2-TZVPD.

The calculation puts the total energy at -12456.6142 eV. Its total charge is +3. For the HOMO energy (alpha / beta), the calculation gives -23.36 / -23.36 eV. The value obtained for the orbital gap (alpha / beta) is 5.8 / 5.8 eV.

The geometry in XYZ format:
```
12
Properties=species:S:1:pos:R:3:nbo_charge:R:1
H -2.424 -0.814 -1.788 0.3762
C -1.482 -0.508 -1.293 -0.4943
C -1.512 0.736 -0.929 0.7628
O -1.434 1.820 -0.455 -0.7304
Hg -1.792 3.043 0.923 1.7441
H -0.531 -0.960 -1.578 0.3396
O 2.513 0.536 0.359 -0.4546
C 1.762 -0.355 0.713 0.7054
C 1.111 -1.334 1.225 -0.5087
H 2.096 1.324 -0.059 0.5545
H 0.631 -1.205 2.201 0.3472
H 1.062 -2.282 0.680 0.3580
```